# C4H4O

An isolated molecule of C4H4O in a non-equilibrium geometry (ωB97M-V/def2-TZVPD, the OMol25 dataset).

Geometry as XYZ:
```
9
Properties=species:S:1:pos:R:3:nbo_charge:R:1
C 1.5923 -0.7335 0.0679 -0.348
C 0.6866 0.3481 -0.0612 -0.280
C -0.6716 0.2252 -0.0251 0.190
C -1.9335 0.5630 -0.0412 0.101
O -1.7200 -0.8401 0.0832 -0.521
H 2.6297 -0.6843 0.0772 0.201
H 1.1774 -1.6734 0.1988 0.197
H 0.8798 1.4655 -0.2394 0.240
H -2.6407 1.3295 -0.0601 0.218
```

As for the HOMO energy (alpha / beta): -7.618 / -7.663 eV. The total energy comes out at -229.8663 hartree. Its lowest unoccupied orbital energy (alpha / beta) is 0.001 / 0.001 Ha. Its structure (SMILES) is C=CC1=CO1. The energy above the lowest of the compared OMol25 structures with the same formula, charge and spin is 4.3999 eV. For the gap between HOMO and LUMO (alpha / beta), the calculation gives 7.6 / 7.7 eV.

---

# C4H4O2

A structure of composition C4H4O2 in a non-equilibrium geometry (ωB97M-V/def2-TZVPD, the OMol25 dataset).

Geometry as XYZ:
```
10
Properties=species:S:1:pos:R:3:nbo_charge:R:1
O -0.0500 0.6401 1.5750 -0.511
C -1.0326 -0.3718 1.2100 -0.010
C 0.0683 0.7364 0.2417 0.138
C 1.1357 0.0754 -0.5294 -0.018
O 1.1987 -1.2298 -0.0002 -0.432
C -0.0581 -0.7754 -0.4455 0.058
H -1.9298 0.2257 0.8979 0.105
H -0.4990 1.4944 -0.2996 0.207
H 1.6928 0.4069 -1.4019 0.228
H -0.5637 -1.1698 -1.3231 0.235
```

As for the HOMO energy: -8.460 eV. The total energy comes out at -305.0206 hartree. Its lowest unoccupied orbital energy is 0.029 Ha. The energy above the lowest of the compared OMol25 structures with the same formula, charge and spin is 7.0441 eV. For the gap between HOMO and LUMO, the calculation gives 9.3 eV.

---

# C4H4O2

An isolated molecule of C4H4O2 (ωB97M-V/def2-TZVPD, the OMol25 dataset).

Geometry as XYZ:
```
10
Properties=species:S:1:pos:R:3:nbo_charge:R:1
O 3.2631 0.6204 -0.2973 -0.473
C 2.4564 -0.2608 -0.4870 0.364
C 1.0282 -0.0610 -0.3041 -0.142
C -0.1394 0.1809 -0.1117 0.063
C -1.5532 0.4801 0.1717 -0.144
O -2.1100 -0.3659 1.1514 -0.687
H 2.7740 -1.2684 -0.8085 0.137
H -1.6260 1.4938 0.5741 0.216
H -2.1244 0.4619 -0.7683 0.195
H -1.9687 -1.2809 0.8797 0.471
```

As for the HOMO energy: -10.578 eV. The total energy comes out at -305.2037 hartree. Its lowest unoccupied orbital energy is -0.001 Ha. Its structure (SMILES) is O=CC#CCO. The energy above the lowest of the compared OMol25 structures with the same formula, charge and spin is 2.0607 eV. For the gap between HOMO and LUMO, the calculation gives 10.6 eV.

---

# C4H4O2

An isolated molecule of C4H4O2 in a non-equilibrium geometry (ωB97M-V/def2-TZVPD, the OMol25 dataset).

Geometry as XYZ:
```
10
Properties=species:S:1:pos:R:3:nbo_charge:R:1
C -1.6222 1.5413 0.1311 -0.692
C -0.4753 0.5775 -0.2347 0.101
C 0.1763 -0.4498 -0.5177 -0.157
C 1.4136 -1.3151 -0.1824 0.733
O 2.2228 -1.5458 -1.1192 -0.610
O 1.5474 -1.9978 0.9544 -0.640
H -2.2107 1.7457 -0.8899 0.257
H -1.2041 2.5499 0.4855 0.245
H -2.1600 1.4865 0.9785 0.241
H 2.3122 -2.5922 0.3943 0.521
```

As for the HOMO energy: -10.307 eV. The total energy comes out at -305.1664 hartree. Its lowest unoccupied orbital energy is 0.011 Ha. Its structure (SMILES) is CC#CC(=O)O. The energy above the lowest of the compared OMol25 structures with the same formula, charge and spin is 3.0778 eV. For the gap between HOMO and LUMO, the calculation gives 10.6 eV.

---

# C4H4O2

A structure of composition C4H4O2 in a non-equilibrium geometry (ωB97M-V/def2-TZVPD, the OMol25 dataset).

Geometry as XYZ:
```
10
Properties=species:S:1:pos:R:3:nbo_charge:R:1
O -0.4537 1.9263 0.6913 -0.574
C -0.1540 0.9639 -0.0190 0.526
C -1.0917 -0.1888 -0.0046 -0.600
C 0.2515 -0.9827 -0.0003 0.090
O 0.9141 -0.7541 -1.2345 -0.442
C 1.1106 0.2341 -0.2395 -0.039
H -1.7704 -0.4459 -0.8265 0.244
H -1.4606 0.6892 0.8748 0.351
H 0.5838 -1.8243 0.5959 0.220
H 2.1064 0.4736 0.1166 0.223
```

As for the HOMO energy: -10.099 eV. The total energy comes out at -305.1228 hartree. Its lowest unoccupied orbital energy is 0.029 Ha. The energy above the lowest of the compared OMol25 structures with the same formula, charge and spin is 4.2617 eV. For the gap between HOMO and LUMO, the calculation gives 10.9 eV.

---

# C4H4O2

An isolated molecule of C4H4O2 (ωB97M-V/def2-TZVPD, the OMol25 dataset).

Geometry as XYZ:
```
10
Properties=species:S:1:pos:R:3:nbo_charge:R:1
C 1.9596 -1.0037 -0.0513 -0.207
C 1.1461 -0.1382 -0.2590 -0.059
C 0.1761 0.9630 -0.3965 -0.145
O -1.2055 0.6184 -0.4464 -0.500
C -1.6634 -0.3460 0.3738 0.639
O -2.7822 -0.3259 0.7979 -0.536
H 2.6314 -1.7857 0.2389 0.247
H 0.3392 1.5417 -1.3080 0.231
H 0.3230 1.6125 0.4727 0.212
H -0.9244 -1.1361 0.5778 0.119
```

As for the HOMO energy: -10.478 eV. The total energy comes out at -305.2120 hartree. Its lowest unoccupied orbital energy is 0.028 Ha. Its structure (SMILES) is C#CCOC=O. The energy above the lowest of the compared OMol25 structures with the same formula, charge and spin is 1.8359 eV. For the gap between HOMO and LUMO, the calculation gives 11.2 eV.

---

# C4H4O2

An isolated molecule of C4H4O2 (ωB97M-V/def2-TZVPD, the OMol25 dataset).

Geometry as XYZ:
```
10
Properties=species:S:1:pos:R:3:nbo_charge:R:1
C -1.9726 -0.6382 1.1628 -0.196
C -0.8605 -0.8188 0.7498 -0.057
C 0.4283 -0.8600 0.0426 -0.136
O 0.3604 0.1633 -0.9550 -0.536
C 0.9382 1.3844 -0.8950 0.663
O 2.1005 1.6325 -0.7410 -0.541
H -2.9661 -0.4471 1.5110 0.239
H 0.5304 -1.8009 -0.5062 0.224
H 1.2764 -0.7533 0.7286 0.223
H 0.1649 2.1380 -1.0976 0.117
```

As for the HOMO energy: -10.630 eV. The total energy comes out at -305.2049 hartree. Its lowest unoccupied orbital energy is 0.030 Ha. Its structure (SMILES) is C#CCOC=O. The energy above the lowest of the compared OMol25 structures with the same formula, charge and spin is 2.0291 eV. For the gap between HOMO and LUMO, the calculation gives 11.5 eV.

---

# C4H4O2

A structure of composition C4H4O2 in a non-equilibrium geometry (ωB97M-V/def2-TZVPD, the OMol25 dataset).

Geometry as XYZ:
```
10
Properties=species:S:1:pos:R:3:nbo_charge:R:1
O 2.3099 -1.0625 -0.2521 -0.522
C 1.3528 -0.4409 0.0874 0.793
O 1.2484 0.9076 0.3468 -0.483
C -0.1473 0.7265 0.6880 -0.016
C -0.8530 0.1205 -0.6072 -0.394
C -0.1160 -0.7169 0.3539 -0.352
H -0.8700 1.5061 0.6195 0.272
H -1.9452 0.0618 -0.5357 0.222
H -0.4455 0.4814 -1.5389 0.230
H -0.5341 -1.5836 0.8384 0.250
```

As for the HOMO energy: -9.637 eV. The total energy comes out at -305.1874 hartree. Its lowest unoccupied orbital energy is 0.033 Ha. The energy above the lowest of the compared OMol25 structures with the same formula, charge and spin is 2.5060 eV. For the gap between HOMO and LUMO, the calculation gives 10.5 eV.

---

# C4H4O2S

An isolated molecule of C4H4O2S in a non-equilibrium geometry (ωB97M-V/def2-TZVPD, the OMol25 dataset).

Geometry as XYZ:
```
11
Properties=species:S:1:pos:R:3:nbo_charge:R:1
C 1.1156 2.2764 -0.3034 0.142
C -0.6051 -0.9835 0.6062 0.336
C 1.5368 -0.0343 0.1500 0.441
C -1.8328 -1.0087 -0.0488 -0.805
O 2.0020 1.3376 0.1302 -0.505
O 0.2205 -0.0807 0.0567 -0.518
S 2.6024 -1.2338 0.1930 0.050
H 1.6745 3.1599 -0.1994 0.077
H -2.4984 -0.8944 0.7309 0.273
H -2.0225 -2.1339 -0.3097 0.288
H -2.1929 -0.4047 -1.0057 0.220
```

As for the HOMO energy: -9.027 eV. The total energy comes out at -703.2128 hartree. Its lowest unoccupied orbital energy is -0.032 Ha. The energy above the lowest of the compared OMol25 structures with the same formula, charge and spin is 7.5963 eV. For the gap between HOMO and LUMO, the calculation gives 8.2 eV.

---

# C4H4O3

A cluster of 2 separate species, C4H4O3 in total in a non-equilibrium geometry (ωB97M-V/def2-TZVPD, the OMol25 dataset).

Geometry as XYZ:
```
11
Properties=species:S:1:pos:R:3:nbo_charge:R:1
O 2.7230 0.3312 -0.9757 -0.464
C 1.9215 0.3166 -0.0717 0.332
C 1.3701 -0.9349 0.4463 0.367
O 0.2226 -1.2757 0.4112 -0.495
H 1.6012 1.2222 0.4714 0.141
H 2.0481 -1.3835 1.0503 0.121
C -1.9370 1.2521 0.8197 -0.434
C -2.1430 0.4778 -0.0678 0.341
O -2.3485 -0.4531 -0.9537 -0.667
H -2.0992 1.8453 1.6565 0.230
H -1.6319 -1.2308 -0.7723 0.527
```

As for the HOMO energy: -9.417 eV. The total energy comes out at -380.3808 hartree. Its lowest unoccupied orbital energy is -0.017 Ha. Its structure (SMILES) is O=CC=O.C#CO. The energy above the lowest of the compared OMol25 structures with the same formula, charge and spin is 4.5244 eV. For the gap between HOMO and LUMO, the calculation gives 8.9 eV.

---

# C4H4O3

An isolated molecule of C4H4O3 (ωB97M-V/def2-TZVPD, the OMol25 dataset).

Geometry as XYZ:
```
11
Properties=species:S:1:pos:R:3:nbo_charge:R:1
O -1.1561 -1.8030 0.4543 -0.590
C -0.0431 -1.3487 0.1892 0.413
C 0.2062 0.0490 -0.0909 -0.452
C 1.4972 0.4852 -0.6313 0.418
O 1.8114 1.6388 -0.8386 -0.538
C -0.7796 0.9670 0.1710 0.378
O -1.9498 0.6723 0.6712 -0.608
H 0.8315 -2.0245 0.1983 0.137
H 2.1969 -0.3460 -0.8694 0.113
H -0.6277 2.0286 -0.0177 0.208
H -1.9869 -0.3188 0.7640 0.519
```

As for the HOMO energy: -10.105 eV. The total energy comes out at -380.5164 hartree. Its lowest unoccupied orbital energy is -0.016 Ha. Its structure (SMILES) is O=CC(C=O)=CO. The energy above the lowest of the compared OMol25 structures with the same formula, charge and spin is 0.8336 eV. For the gap between HOMO and LUMO, the calculation gives 9.7 eV.

---

# C4H4O3

A cluster of 2 separate species, C4H4O3 in total (ωB97M-V/def2-TZVPD, the OMol25 dataset).

Geometry as XYZ:
```
11
Properties=species:S:1:pos:R:3:nbo_charge:R:1
O -1.7180 1.5525 -0.8173 -0.525
C -1.5912 1.5327 0.3825 0.288
C 0.2566 -0.6504 0.0219 0.113
C 0.7989 -1.9358 0.3701 0.280
O 0.3029 -2.8990 -0.1839 -0.516
C 0.8995 0.2352 -0.8337 0.280
O 1.4937 0.9151 0.0182 -0.495
H -0.6121 1.7014 0.8691 0.125
H 1.5974 -1.9872 1.1333 0.148
H -2.4403 1.3354 1.0629 0.114
H 0.9382 0.3460 -1.9206 0.188
```

As for the HOMO energy: -10.065 eV. The total energy comes out at -380.3476 hartree. Its lowest unoccupied orbital energy is -0.037 Ha. The energy above the lowest of the compared OMol25 structures with the same formula, charge and spin is 5.4271 eV. For the gap between HOMO and LUMO, the calculation gives 9.0 eV.